A cluster of 8 separate species, C56H126N8O3 in total at a distorted geometry. Source: OMol25; level of theory: wB97M-V/def2-TZVPD.

## Properties
Energy above the lowest of the compared OMol25 structures with the same formula, charge and spin (eV): 0.540
LUMO (hartree): -0.3998
Charge: +6
HOMO level (eV): -20.435
Energy (hartree): -2870.64288

Each line ends with the Löwdin charge.
Cartesian coordinates (Å):
O1 1.458 0.164 0.824  -0.0646
O2 0.293 1.950 0.514  -0.0636
O3 -0.639 0.058 0.082  -0.0640
N1 -0.342 3.257 -4.049  -0.2153
N2 -1.066 6.515 3.285  -0.2296
N3 0.198 -6.271 1.996  -0.2607
N4 4.751 -2.097 -0.106  -0.2434
N5 4.415 4.229 1.322  -0.2526
N6 0.364 0.704 0.474  -0.5738
N7 -2.670 -5.420 -4.334  -0.2383
N8 -4.579 -0.239 0.977  -0.2480
C1 3.436 3.088 -0.638  -0.1305
C2 -1.574 3.181 -3.130  -0.0783
C3 -1.277 4.086 -1.945  -0.1626
C4 0.370 -7.039 3.281  0.0620
C5 3.103 3.757 0.700  -0.1016
C6 4.269 -3.378 -2.317  -0.2037
C7 4.890 3.437 -0.930  -0.1466
C8 -3.604 -0.345 2.189  -0.0817
C9 -4.091 -4.854 -4.461  -0.0855
C10 -0.494 5.226 -2.549  -0.1527
C11 0.023 0.716 -4.308  -0.2140
C12 -1.794 -4.980 -5.510  0.0549
C13 -3.982 1.621 -0.304  -0.1504
C14 4.184 2.526 3.226  -0.2011
C15 -4.340 -7.205 -4.657  -0.1389
C16 -5.085 1.131 0.633  -0.0957
C17 -1.218 5.473 4.404  -0.0916
C18 0.341 4.573 -3.621  -0.0773
C19 -3.404 0.172 4.685  -0.0877
C20 -1.162 5.654 1.999  -0.0929
C21 -2.265 7.527 3.448  -0.0799
C22 0.566 2.063 -3.843  -0.1185
C23 -2.029 4.359 3.763  -0.1495
C24 -0.827 3.323 -5.481  0.0454
C25 -1.303 -2.847 -1.643  -0.0855
C26 -3.462 9.535 2.545  -0.0636
C27 -1.403 -7.770 0.838  -0.1207
C28 -3.686 0.424 -1.206  -0.1158
C29 4.567 -0.766 -0.752  0.0224
C30 -4.850 -5.930 -5.279  -0.1205
C31 4.151 5.505 2.063  0.0140
C32 -5.833 -1.036 1.332  0.0305
C33 0.740 -4.788 2.022  -0.0801
C34 4.952 1.813 4.361  -0.0572
C35 5.234 4.527 0.018  -0.0561
C36 5.256 -3.083 -1.160  -0.1042
C37 -2.397 8.455 2.272  -0.2360
C38 0.068 -2.512 2.834  -0.0874
C39 0.025 -8.179 0.466  -0.1418
C40 -2.090 -4.933 -3.001  -0.1377
C41 5.118 3.209 2.205  -0.0896
C42 5.015 -1.413 2.197  -0.1269
C43 0.100 -4.008 3.181  -0.1933
C44 0.893 -7.007 0.837  -0.1064
C45 4.877 -2.889 -3.657  -0.0628
C46 0.290 7.180 3.409  0.0389
C47 3.726 -2.231 2.109  -0.1396
C48 -3.943 -0.822 -0.283  -0.0715
C49 -1.989 -3.433 -2.879  -0.2395
C50 3.494 -2.608 0.638  -0.0763
C51 -4.078 0.511 3.371  -0.2271
C52 -1.257 -6.373 1.504  -0.0971
C53 -1.347 4.194 2.431  -0.1645
C54 -2.884 -6.942 -4.281  -0.0669
C55 5.777 -2.011 1.033  -0.0835
C56 0.757 -0.435 -3.604  -0.0878
H1 0.829 -0.409 -2.516  0.0658
H2 -4.248 2.562 -0.786  0.1246
H3 4.083 -4.449 -2.245  0.1105
H4 5.667 -2.155 -3.507  0.0717
H5 -0.601 3.568 -1.256  0.0956
H6 -1.963 -8.375 1.550  0.1281
H7 -4.881 -7.321 -3.713  0.1266
H8 2.569 -2.140 0.295  0.1065
H9 4.077 -2.339 -4.153  0.0642
H10 -1.714 -3.320 -0.752  0.0706
H11 -3.425 10.321 1.798  0.0914
H12 -3.964 1.576 3.164  0.1007
H13 5.577 -1.670 3.093  0.1385
H14 -1.474 -3.948 -5.601  0.0986
H15 -2.136 4.418 -1.365  0.1221
H16 -1.989 3.461 4.381  0.1231
H17 -2.452 3.584 -3.632  0.1429
H18 6.272 4.563 0.341  0.1505
H19 5.107 5.999 2.227  0.1255
H20 3.271 -2.957 -2.167  0.0898
H21 -0.652 -1.930 3.411  0.0745
H22 -1.570 -5.611 0.786  0.1116
H23 0.410 7.499 4.442  0.1216
H24 4.619 0.035 -0.017  0.0863
H25 3.482 6.200 1.558  0.1028
H26 3.415 3.211 3.579  0.1030
H27 -3.451 -1.402 2.399  0.1331
H28 0.127 5.784 -1.849  0.1219
H29 1.795 -5.060 2.091  0.1206
H30 2.689 3.425 -1.356  0.0982
H31 -1.988 7.896 4.434  0.1422
H32 -2.256 -7.400 -5.043  0.1396
H33 -1.195 -5.499 -2.734  0.1381
H34 -4.473 -5.902 -6.304  0.1224
H35 -5.985 1.009 0.030  0.1439
H36 -3.166 6.922 3.547  0.1405
H37 -2.388 -5.211 -6.394  0.1134
H38 0.188 -8.094 3.073  0.1192
H39 -4.450 0.398 -1.986  0.1245
H40 0.333 8.020 2.722  0.1038
H41 3.340 -3.665 0.421  0.1189
H42 -1.668 5.896 5.302  0.1457
H43 -2.973 -2.960 -2.926  0.1104
H44 5.240 0.799 4.096  0.0568
H45 -3.011 -1.281 0.047  0.0915
H46 3.605 -3.049 2.818  0.1240
H47 0.532 -4.136 4.171  0.1273
H48 1.909 -7.243 1.147  0.1447
H49 -2.639 -7.264 -3.273  0.1212
H50 -0.979 -5.698 -5.449  0.1127
H51 -1.256 2.371 -5.784  0.1047
H52 1.457 -7.043 3.381  0.1213
H53 5.278 -3.991 -0.558  0.1273
H54 1.023 6.421 3.143  0.0879
H55 4.804 5.502 -0.209  0.1434
H56 5.399 2.483 1.438  0.1181
H57 -1.877 -6.124 2.364  0.1258
H58 0.093 -8.278 -0.617  0.1218
H59 -5.144 0.364 3.560  0.1134
H60 -5.525 -2.059 1.537  0.1124
H61 4.862 -0.342 2.104  0.0887
H62 -0.229 -2.931 -1.824  0.0757
H63 0.271 -1.349 -3.950  0.0638
H64 -1.912 3.685 1.650  0.0998
H65 -2.048 5.926 1.425  0.1158
H66 2.926 -1.554 2.415  0.0844
H67 0.066 0.523 -5.378  0.1250
H68 4.961 3.771 -1.965  0.1367
H69 0.526 5.254 -4.451  0.1466
H70 -0.968 -4.224 3.271  0.1081
H71 -5.329 1.763 1.480  0.1381
H72 -1.471 8.917 1.917  0.1107
H73 6.076 3.648 2.483  0.1498
H74 -0.267 -6.664 4.074  0.1203
H75 -4.564 -1.658 -0.596  0.1275
H76 -0.206 -2.388 1.785  0.0627
H77 -2.040 -7.772 -0.045  0.1091
H78 -3.163 1.929 0.353  0.0990
H79 -2.642 7.946 1.334  0.1039
H80 1.339 4.360 -3.236  0.1174
H81 -6.493 -0.970 0.471  0.1138
H82 -1.784 2.186 -2.747  0.1044
H83 0.551 -4.407 1.021  0.1108
H84 -0.236 5.150 4.747  0.1376
H85 5.289 -0.598 -1.548  0.1167
H86 3.370 1.999 -0.629  0.0917
H87 -1.519 -1.781 -1.694  0.0479
H88 0.826 1.974 -2.787  0.1265
H89 5.810 2.367 4.745  0.0915
H90 -0.350 5.882 1.309  0.1215
H91 -4.053 -3.940 -5.052  0.1361
H92 3.645 5.290 3.003  0.0988
H93 -4.434 -4.676 -3.445  0.1281
H94 2.448 4.625 0.635  0.1186
H95 -1.430 -3.073 -3.746  0.0896
H96 -2.807 -5.266 -2.243  0.1286
H97 0.853 -6.306 0.003  0.1254
H98 -3.334 9.885 3.573  0.0872
H99 6.227 -2.734 -1.497  0.1406
H100 -5.930 -5.810 -5.284  0.1396
H101 -3.759 0.795 5.506  0.0912
H102 3.558 -0.781 -1.162  0.0946
H103 1.012 -2.027 3.079  0.0584
H104 -4.495 -8.089 -5.269  0.1408
H105 1.775 -0.526 -3.996  0.0793
H106 5.559 2.597 -0.753  0.1127
H107 -0.360 3.727 2.420  0.1043
H108 3.688 1.774 2.610  0.0879
H109 1.476 2.298 -4.398  0.1484
H110 0.295 -9.149 0.879  0.1338
H111 -1.021 0.629 -3.991  0.1018
H112 6.543 -1.337 0.640  0.1439
H113 -3.090 4.544 3.588  0.1261
H114 -4.498 9.200 2.641  0.0878
H115 5.267 -3.726 -4.228  0.0928
H116 -3.554 -0.862 4.996  0.0875
H117 -2.727 0.433 -1.716  0.0789
H118 0.034 3.497 -6.124  0.1243
H119 -6.369 -0.658 2.199  0.1119
H120 2.527 3.109 1.360  0.1032
H121 -1.591 4.090 -5.568  0.1211
H122 4.331 1.794 5.258  0.0861
H123 -2.664 0.033 1.782  0.1131
H124 6.305 -2.949 1.196  0.1527
H125 -1.176 5.947 -3.005  0.1338
H126 -2.333 0.394 4.680  0.0730